1.
9
Properties=species:S:1:pos:R:3 method="wB97M-V/def2-TZVPD" spin_multiplicity=1 smiles="C=[S@@]1([O-])=C(C#N)O1" de_lowest_kcal_mol=144.06 orbital_gap_ev="7.850 / 7.850" total_charge=-1
C -1.81 -0.33 -1.17
C 1.92 -0.21 0.54
C -1.53 0.42 -0.01
N -2.07 -0.82 -2.19
O -0.90 -0.44 1.17
O 0.37 1.81 1.23
S 0.20 0.55 0.56
H 2.02 0.32 -0.38
H 1.81 -1.29 0.25

***

2.
54
Properties=species:S:1:pos:R:3 method="wB97M-V/def2-TZVPD" spin_multiplicity=1 orbital_gap_ev=7.311 total_charge=+1
Cu -0.30 0.85 0.97
C -4.69 1.97 1.26
C -5.25 0.73 1.51
C -4.42 -0.35 1.77
C -3.05 -0.16 1.75
N -2.50 1.03 1.48
C -3.30 2.06 1.24
C -2.08 -1.26 2.05
C -2.41 -2.47 2.63
C -1.39 -3.37 2.91
C -0.08 -3.04 2.64
C 0.18 -1.81 2.03
N -0.81 -0.98 1.74
C 1.54 -1.32 1.68
C 2.66 -2.14 1.67
C 3.89 -1.59 1.37
C 3.98 -0.24 1.07
C 2.81 0.50 1.06
N 1.62 -0.01 1.36
H -5.30 2.84 1.08
H -6.33 0.60 1.51
H -4.85 -1.33 1.96
H -2.82 3.01 1.03
H -3.44 -2.72 2.87
H -1.62 -4.32 3.37
H 0.72 -3.71 2.90
H 2.56 -3.19 1.89
H 4.78 -2.21 1.37
H 4.93 0.23 0.85
H 2.82 1.55 0.78
Br 2.56 0.76 -2.55
C 2.06 -1.05 -2.26
C 2.85 -2.05 -2.81
C 2.45 -3.36 -2.60
C 1.31 -3.61 -1.85
C 0.61 -2.52 -1.35
N 0.98 -1.25 -1.55
H 3.73 -1.80 -3.39
H 3.03 -4.17 -3.03
H 0.96 -4.61 -1.67
H -0.28 -2.67 -0.75
Se -1.33 0.69 -1.97
N -0.44 1.67 -0.80
C -0.08 2.80 -1.39
C 0.73 3.82 -0.81
C 1.07 4.88 -1.58
C 0.62 5.01 -2.93
C -0.16 4.08 -3.52
C -0.52 2.92 -2.76
N -1.22 1.90 -3.24
H 1.06 3.72 0.22
H 1.72 5.64 -1.17
H 0.90 5.90 -3.49
H -0.49 4.16 -4.55

***

3.
54
Properties=species:S:1:pos:R:3 method="wB97M-V/def2-TZVPD" spin_multiplicity=1 orbital_gap_ev=8.658
O -2.55 2.52 -5.44
C -3.21 1.46 -5.32
F -2.85 0.35 -6.15
N -4.36 1.30 -4.36
O -4.07 1.87 -3.15
S -3.54 0.74 -1.99
O -2.32 1.40 -1.36
O -2.98 -0.68 -2.71
C -5.45 2.16 -4.94
O -5.33 3.39 -4.81
F -6.55 1.52 -5.56
H -3.60 -1.04 -3.39
C -1.40 -5.56 1.18
C -2.42 -5.23 0.29
C -2.77 -3.90 0.10
C -2.09 -2.90 0.81
C -1.08 -3.23 1.71
C -0.74 -4.57 1.89
N -2.44 -1.50 0.59
O -3.35 -1.25 -0.19
O -1.80 -0.65 1.20
H -1.13 -6.60 1.33
H -2.94 -6.01 -0.25
H -3.57 -3.65 -0.59
H -0.55 -2.46 2.26
H 0.06 -4.83 2.59
C 2.08 0.59 -1.15
C 1.24 -0.52 -1.22
C 1.72 -1.78 -0.86
C 3.04 -1.91 -0.43
C 3.89 -0.80 -0.36
C 3.40 0.45 -0.73
N 3.54 -3.23 -0.03
O 2.77 -4.18 -0.11
O 4.69 -3.30 0.38
H 1.70 1.57 -1.43
H 0.22 -0.41 -1.55
H 1.06 -2.63 -0.92
H 4.92 -0.90 -0.03
H 4.05 1.32 -0.68
C 0.93 4.22 4.26
C 0.80 3.81 2.94
C 1.93 3.51 2.19
C 3.19 3.61 2.77
C 3.33 4.02 4.10
C 2.19 4.33 4.84
N 4.38 3.26 1.99
O 4.22 2.92 0.83
O 5.47 3.33 2.55
H 0.05 4.45 4.85
H -0.19 3.73 2.49
H 1.81 3.19 1.15
H 4.31 4.11 4.56
H 2.29 4.65 5.87